(1)
DFT (ωB97M-V/def2-TZVPD) results for a 4-piece molecular cluster, CH11NO3 overall at a distorted geometry.

ORCA input file:
```
! RIJCOSX wB97M-V def2-TZVPD def2/J DEFGRID3
* xyz 0 1
C -0.015 0.639 -1.474
N -1.332 0.912 -1.989
H -0.031 0.789 -0.405
H 0.769 1.201 -1.967
H 0.317 -0.426 -1.523
H -1.488 0.916 -2.984
H -2.089 0.429 -1.564
O 2.850 -1.195 0.925
H 2.381 -1.262 0.060
H 2.189 -1.453 1.576
O 0.485 1.146 1.573
H 0.893 1.405 2.419
H 0.429 0.182 1.553
O -2.002 -1.232 0.681
H -2.252 -0.305 0.480
H -2.344 -1.762 -0.022
*
```

## Properties
E_LUMO   0.484 eV
Electronic energy   -325.1336 Eh
Relative energy (zero: lowest compared OMol25 entry of this formula, charge and spin)   1.262 eV

***

(2)
DFT (ωB97M-V/def2-TZVPD) results for a 11-piece molecular cluster, C41H110N6O17 overall at a distorted geometry.

ORCA input file:
```
! RIJCOSX wB97M-V def2-TZVPD def2/J DEFGRID3
* xyz 0 1
C 10.293 -1.573 -2.738
O 11.017 -1.933 -3.945
C 10.235 -1.889 -5.139
C 9.685 -0.472 -5.595
N 8.243 -0.297 -5.448
C 7.633 -0.070 -4.130
C 6.104 -0.098 -4.211
O 5.645 1.053 -4.960
C 4.573 1.889 -4.447
H 9.920 -0.551 -2.808
H 11.122 -1.642 -2.034
H 9.422 -2.201 -2.551
H 9.524 -2.696 -4.961
H 10.898 -2.192 -5.949
H 9.892 -0.371 -6.661
H 10.349 0.269 -5.149
H 7.735 0.269 -6.113
H 7.945 0.864 -3.664
H 7.908 -0.915 -3.498
H 5.633 -0.089 -3.228
H 5.903 -1.023 -4.752
H 4.798 2.330 -3.476
H 3.606 1.431 -4.240
H 4.292 2.724 -5.088
C -0.762 3.099 1.989
O -1.057 1.899 1.203
C 0.161 1.310 0.825
C 0.114 -0.189 0.488
N -0.302 -0.293 -0.877
C -0.625 -1.638 -1.262
C -1.251 -1.666 -2.591
O -2.502 -1.048 -2.604
C -3.084 -0.802 -3.851
H -0.246 3.924 1.498
H -0.292 2.900 2.953
H -1.671 3.543 2.395
H 0.867 1.408 1.650
H 0.582 1.805 -0.050
H -0.545 -0.624 1.240
H 1.085 -0.669 0.607
H -1.133 0.255 -1.042
H -1.197 -2.233 -0.549
H 0.316 -2.186 -1.318
H -1.238 -2.685 -2.977
H -0.566 -1.085 -3.209
H -2.368 -0.398 -4.566
H -3.943 -0.137 -3.761
H -3.499 -1.749 -4.194
C 1.359 15.581 4.793
O 2.405 15.385 3.752
C 2.880 14.058 3.728
C 3.811 13.799 2.424
N 4.515 12.508 2.460
C 3.573 11.340 2.417
C 2.458 11.343 1.460
O 2.067 10.025 1.134
C 0.812 9.891 0.333
H 0.403 15.148 4.502
H 1.127 16.642 4.884
H 1.761 15.309 5.769
H 2.032 13.380 3.830
H 3.618 13.924 4.519
H 4.600 14.545 2.334
H 3.184 13.848 1.533
H 5.377 12.454 1.935
H 3.119 11.258 3.404
H 4.201 10.461 2.269
H 2.860 11.921 0.628
H 1.649 12.005 1.768
H -0.037 10.259 0.910
H 0.732 8.830 0.093
H 0.817 10.428 -0.615
C 9.374 -8.294 0.360
O 8.871 -8.824 1.639
C 7.654 -8.216 2.010
C 6.529 -8.504 0.975
N 5.226 -8.332 1.675
C 4.012 -8.188 0.852
C 3.755 -9.414 -0.092
O 4.541 -9.390 -1.283
C 4.301 -10.615 -1.981
H 9.591 -7.226 0.348
H 8.795 -8.320 -0.563
H 10.337 -8.802 0.324
H 7.996 -7.185 1.924
H 7.600 -8.369 3.088
H 6.700 -9.477 0.514
H 6.504 -7.787 0.155
H 5.229 -9.002 2.430
H 4.098 -7.344 0.167
H 3.141 -7.823 1.397
H 2.708 -9.292 -0.369
H 3.777 -10.346 0.475
H 3.235 -10.821 -1.883
H 4.748 -11.479 -1.489
H 4.516 -10.534 -3.047
C -9.668 -2.991 -0.288
O -9.363 -4.250 -0.948
C -9.196 -4.095 -2.362
C -10.416 -4.212 -3.253
N -9.877 -4.325 -4.680
C -10.833 -3.842 -5.590
C -9.923 -3.421 -6.876
O -9.354 -4.521 -7.675
C -10.141 -5.431 -8.376
H -8.881 -2.309 -0.612
H -9.681 -3.316 0.753
H -10.648 -2.647 -0.619
H -8.429 -4.855 -2.516
H -8.741 -3.157 -2.680
H -10.873 -3.223 -3.222
H -11.164 -4.957 -2.982
H -9.748 -5.326 -4.710
H -11.284 -2.895 -5.293
H -11.573 -4.630 -5.730
H -9.065 -2.864 -6.498
H -10.553 -2.854 -7.561
H -10.401 -4.947 -9.317
H -11.062 -5.728 -7.874
H -9.492 -6.305 -8.424
C -4.364 -0.211 8.375
O -3.894 -0.998 7.289
C -4.623 -2.213 7.006
C -3.777 -3.027 5.948
N -2.584 -3.426 6.628
C -1.661 -4.118 5.788
C -0.210 -4.097 6.300
O 0.466 -3.057 5.835
C 1.848 -2.965 6.300
H -3.979 -0.672 9.285
H -5.425 -0.071 8.581
H -3.947 0.795 8.325
H -5.544 -1.965 6.480
H -4.849 -2.818 7.884
H -3.584 -2.464 5.035
H -4.472 -3.801 5.621
H -2.072 -2.654 7.030
H -1.658 -3.600 4.829
H -1.941 -5.144 5.550
H 0.384 -4.982 6.072
H -0.283 -4.113 7.387
H 2.514 -3.824 6.225
H 2.053 -2.612 7.311
H 2.092 -2.157 5.610
C -0.032 10.111 6.460
O -0.122 8.798 7.112
H -0.134 9.958 5.386
H -0.754 10.842 6.824
H 0.990 10.398 6.711
H -0.327 9.025 8.022
C 1.491 -1.341 -9.296
O 2.412 -0.365 -9.584
H 1.699 -2.220 -9.905
H 1.279 -1.814 -8.338
H 0.649 -0.769 -9.686
H 2.340 0.264 -8.863
C -6.237 9.996 1.745
O -5.839 9.103 2.763
H -5.382 10.615 1.474
H -6.515 9.416 0.865
H -7.131 10.598 1.914
H -5.410 8.391 2.282
C -4.214 -9.048 0.889
O -3.596 -9.961 0.068
H -4.556 -9.476 1.832
H -3.550 -8.209 1.093
H -5.205 -8.752 0.546
H -4.004 -10.143 -0.782
C -5.251 3.087 0.177
O -4.668 4.267 0.620
H -4.548 2.643 -0.528
H -5.204 2.351 0.980
H -6.285 3.287 -0.106
H -3.806 3.920 0.863
*
```

## Properties
E_LUMO   0.323 eV
Electronic energy   -3235.0529 Eh
Relative energy (zero: lowest compared OMol25 entry of this formula, charge and spin)   8.539 eV

***

(3)
DFT (ωB97M-V/def2-TZVPD) results for the molecule C2H2F4 at a distorted geometry.

ORCA input file:
```
! RIJCOSX wB97M-V def2-TZVPD def2/J DEFGRID3
* xyz 0 1
F 1.144 1.073 -0.644
C 0.765 -0.005 0.092
F 1.250 -1.033 -0.483
C -0.777 -0.059 0.021
F -1.167 -1.147 -0.633
F -1.188 1.118 -0.474
H 1.145 0.132 1.041
H -1.172 -0.079 1.081
*
```

## Properties
E_LUMO   0.917 eV
Electronic energy   -476.8478 Eh
Relative energy (zero: lowest compared OMol25 entry of this formula, charge and spin)   0.784 eV

***

(4)
DFT (ωB97M-V/def2-TZVPD) results for the molecule C4H7ClN2 at a distorted geometry.

ORCA input file:
```
! RIJCOSX wB97M-V def2-TZVPD def2/J DEFGRID3
* xyz 0 1
H -2.474 -1.053 -0.456
N -1.433 -1.016 -0.713
C -0.891 -0.145 0.032
N -1.429 0.605 1.059
Cl -3.104 0.439 1.671
C 0.589 0.164 -0.187
C 1.114 1.413 -0.102
C 1.348 -1.135 -0.671
H -0.632 0.945 1.567
H 2.107 1.782 -0.053
H 0.297 2.214 0.094
H 1.732 -1.576 0.266
H 0.655 -1.865 -1.102
H 2.121 -0.773 -1.406
*
```

## Properties
E_LUMO   0.055 eV
Electronic energy   -726.2231 Eh
Relative energy (zero: lowest compared OMol25 entry of this formula, charge and spin)   3.196 eV

***

(5)
DFT (ωB97M-V/def2-TZVPD) results for the molecule C5H10BrP at a distorted geometry.

ORCA input file:
```
! RIJCOSX wB97M-V def2-TZVPD def2/J DEFGRID3
* xyz 0 1
C 2.780 1.124 0.837
C 1.851 0.640 -0.334
C 0.534 0.344 0.246
C -0.685 0.513 -0.218
P -2.548 -0.426 0.619
C -2.496 -1.957 -0.375
Br -4.243 0.532 -0.342
H 3.633 1.738 0.557
H 2.957 0.200 1.427
H 1.992 1.708 1.353
H 2.271 -0.239 -0.753
H 1.751 1.457 -1.171
H 0.603 -0.231 1.185
H -0.956 1.030 -1.091
H -1.511 -2.306 -0.310
H -2.536 -1.582 -1.446
H -3.399 -2.544 -0.185
*
```

## Properties
E_LUMO   0.802 eV
Electronic energy   -3111.8091 Eh
Relative energy (zero: lowest compared OMol25 entry of this formula, charge and spin)   1.013 eV

***

(6)
DFT (ωB97M-V/def2-TZVPD) results for the molecule C3H4ClFO at a distorted geometry.

ORCA input file:
```
! RIJCOSX wB97M-V def2-TZVPD def2/J DEFGRID3
* xyz 0 1
C 0.124 0.449 -0.480
C -1.109 -0.459 -0.519
F -1.499 -0.669 -1.772
O -2.051 -0.096 0.400
C -1.525 -1.340 0.580
Cl -2.596 -2.647 0.185
H -0.059 1.233 -1.115
H 0.968 -0.219 -0.664
H 0.290 0.721 0.624
H -0.754 -1.425 1.452
*
```

## Properties
E_LUMO   0.884 eV
Electronic energy   -751.9540 Eh
Relative energy (zero: lowest compared OMol25 entry of this formula, charge and spin)   1.006 eV

***

Short version: highest occupied orbital energy = -8.95; -8.52; -12.14; -9.36; -8.58; -10.55 eV, in the order given.
Short version: HOMO-LUMO gap = 9.4; 8.8; 13.1; 9.4; 9.4; 11.4 eV, in the order given.